Below is a molecular structure, C53H43BrIrN6O5P2, with properties calculated with ωB97M-V with the def2-TZVPD basis set.

The value obtained for the energy above the lowest of the compared OMol25 structures with the same formula, charge and spin is 167.2 kJ/mol. As for the expectation value of S²: 0.807. For the calculated total energy, the calculation gives -6110.81818 hartree. As for the largest force on an atom: 1.8 eV/Å. As for the charge: +2. The calculation puts the HOMO energy (alpha / beta) at -12.8 / -12.8 eV. As for the HOMO-LUMO gap (alpha / beta): 6.38 / 5.52 eV. Its spin multiplicity is 2.

Atoms and positions in Å:
C 2.055 -0.575 5.203
H 4.872 -1.738 -3.191
H -0.093 2.962 1.975
O 0.291 0.210 -3.271
H -1.238 -0.701 1.185
H 3.185 -1.351 2.895
H 4.441 5.473 1.318
C -0.028 2.894 -0.514
H 4.738 -0.130 1.477
C -0.092 4.291 -0.172
C -2.795 0.949 -0.934
C -4.369 0.805 -2.741
C -2.890 -2.372 3.611
C 0.513 -3.720 -2.272
H -0.066 4.894 -2.231
H 2.724 2.972 6.570
C 0.088 -4.417 -1.152
H -0.073 6.401 2.477
H 1.835 -1.579 4.865
H -3.156 -2.219 1.485
C -2.131 -1.967 4.698
Br -6.221 -4.869 -1.118
C -1.033 -1.134 4.522
P 2.136 0.402 0.323
O -0.248 1.955 0.342
H 1.652 -2.220 2.687
O -1.216 -6.285 -0.592
H -7.774 -1.158 -4.056
H 6.825 -1.013 0.548
H 3.582 0.996 7.780
C -5.694 -1.585 -4.321
N -5.621 -0.520 -5.247
H 2.691 2.652 -1.373
C -6.949 -1.788 -3.752
H 4.192 3.865 3.178
C -3.302 0.472 -3.596
C 4.752 -0.503 0.460
C -4.619 -2.425 -4.015
H -0.084 0.241 -5.871
C -6.027 -3.564 -2.444
C 3.854 3.603 2.184
C -0.080 5.244 -1.207
H -8.077 -2.934 -2.332
C -0.086 6.083 1.443
H 3.133 -1.274 6.913
H 1.534 -6.350 -2.164
O -0.088 3.899 2.238
C 3.649 -0.907 -1.637
H 1.461 2.679 4.471
C 3.582 4.158 -0.142
C 5.973 -1.455 -1.375
H -0.091 8.054 0.648
H 3.193 1.660 2.777
H -4.895 1.352 -0.741
C -4.106 1.061 -1.420
C 2.839 2.023 0.684
C -0.670 -0.697 3.248
N -4.564 -0.037 -5.635
C 2.547 1.978 6.182
H -5.376 0.896 -3.125
C 0.626 -2.346 -2.219
H 3.702 4.856 -0.960
C -0.975 0.260 -5.259
C 2.774 -0.408 6.373
H -3.673 -2.330 -4.532
C -0.100 4.715 1.171
H -2.353 0.153 -6.886
H 2.784 -0.820 -2.276
N -1.792 0.632 -1.730
C 3.007 2.919 -0.371
H 0.495 -7.685 -1.801
H 0.939 -1.795 -3.089
C -0.835 0.291 -3.854
H -2.390 -2.303 5.693
H -0.162 -1.752 0.884
C 3.024 0.870 6.862
H -3.745 -3.019 3.755
C 3.279 2.361 1.959
O 0.278 2.448 -1.668
C 2.377 -1.568 2.197
H 2.787 -2.103 1.344
H 6.902 -1.828 -1.786
N 0.663 -6.692 -1.799
H -0.467 -0.821 5.388
H -2.561 1.143 0.102
C -2.559 -1.922 2.339
C 1.587 0.534 4.489
C -2.227 0.227 -5.813
N 1.693 -0.334 1.769
C 3.996 4.504 1.138
C 0.008 -2.327 -0.008
N 0.363 -1.633 -1.105
Ir 0.312 0.480 -1.185
C -3.396 0.206 -5.015
H -3.977 -4.083 -2.820
C -2.029 0.446 -3.044
C 1.835 1.810 5.002
H -0.091 7.316 -1.721
H 0.727 -4.224 -3.205
C -0.213 -5.898 -1.150
C 4.836 -1.406 -2.162
C -0.159 -3.695 0.002
C -4.788 -3.414 -3.071
C -0.089 6.586 -0.924
C -7.114 -2.773 -2.795
H -0.499 -4.195 0.899
C 5.931 -0.999 -0.061
C 3.589 -0.471 -0.320
C -0.089 6.997 0.413
C -1.471 -1.082 2.173
P 0.651 0.530 2.927